Record 1
Here is a 2-piece molecular cluster, C3H6N3O2 overall in a non-equilibrium geometry from OMol25. Energies are from ωB97M-V/def2-TZVPD.

Last column: Mulliken charge in e.
Element x y z (Å)
C 2.95 2.29 -0.21  -0.78
C 2.23 1.35 0.06  0.30
C -1.62 0.10 -0.39  -0.64
N 1.61 0.36 0.54  -0.78
N 1.03 -1.78 0.71  -0.94
N 1.88 -0.85 0.34  1.28
O 2.87 -1.10 -0.41  -0.75
O -1.16 0.41 0.92  -0.50
H 3.22 3.16 -0.63  0.39
H -2.77 -0.02 -0.48  0.19
H -1.05 -0.75 -0.71  0.30
H -1.37 0.87 -1.06  0.24
H -0.31 -0.07 0.88  0.49
H 1.56 -2.72 0.85  0.19

Output
* HOMO-LUMO gap: 0.2961 Ha
* charge: -1
* E_HOMO: -4.0 eV

Record 2
Here is an isolated ion of composition C3H6N3O2 and charge +1 in a non-equilibrium geometry from OMol25. Energies are from ωB97M-V/def2-TZVPD.

Last column: Mulliken charge in e.
Element x y z (Å)
N 1.97 0.03 -0.08  -0.28
C 0.77 0.55 -0.03  0.23
N -0.33 -0.16 0.13  -0.15
C -1.57 0.38 0.16  -0.07
C -2.96 -0.63 0.02  -0.47
N -4.19 0.04 -0.02  0.94
O -4.19 1.25 -0.04  -0.57
O -5.17 -0.68 -0.03  -0.52
H 2.78 0.63 -0.22  0.27
H 2.14 -0.96 -0.01  0.24
H 0.67 1.63 -0.12  0.32
H -0.27 -1.17 0.20  0.27
H -1.78 1.43 0.11  0.40
H -2.89 -1.70 0.09  0.37

Output
* HOMO-LUMO gap (alpha / beta): 0.3040 / 0.2798 Ha
* charge: +1
* E_HOMO (alpha / beta): -13.9 / -13.3 eV
* SMILES: N/C=[NH+]/C=C/[N+](=O)[O-]

Record 3
Here is a 2-piece molecular cluster, C3H6N3O2 overall in a non-equilibrium geometry from OMol25. Energies are from ωB97M-V/def2-TZVPD.

Last column: Mulliken charge in e.
Element x y z (Å)
C -0.12 -1.35 0.15  0.18
C 1.89 1.55 -0.07  0.43
C -1.53 -1.11 -0.03  -0.62
N 0.94 -1.83 0.05  0.59
N 2.98 2.03 0.05  -0.33
N -1.72 0.40 0.00  -0.27
O 0.85 1.03 -0.02  -0.52
O 2.06 -2.17 0.05  -0.59
H -2.12 -1.43 0.95  0.33
H -2.09 -1.66 -0.80  0.32
H 3.82 2.36 -0.41  0.31
H -0.90 0.87 -0.44  0.41
H -1.51 0.45 0.98  0.40
H -2.56 0.83 -0.46  0.37

Output
* HOMO-LUMO gap: 0.3653 Ha
* charge: +1
* E_HOMO: -13.8 eV

Record 4
Here is an isolated ion of composition C3H6N3O3 and charge -1 in a non-equilibrium geometry from OMol25. Energies are from ωB97M-V/def2-TZVPD.

Last column: Mulliken charge in e.
Element x y z (Å)
C 1.25 1.08 -0.06  -1.53
C 0.61 -0.39 0.16  0.49
N 0.65 -1.36 -0.80  -0.86
N -0.10 -1.23 -1.87  1.08
O -0.89 -0.29 -2.00  -0.71
O 0.01 -2.11 -2.80  -0.74
N -0.94 -0.03 0.52  -0.14
C -1.27 0.40 1.73  0.00
O -0.51 0.57 2.67  -0.60
H 0.55 1.76 -0.43  0.33
H 1.94 0.82 -0.82  0.47
H 1.60 1.37 0.88  0.39
H 1.20 -0.88 0.94  0.40
H -1.68 -0.36 -0.05  0.18
H -2.42 0.67 1.94  0.26

Output
* HOMO-LUMO gap: 0.3152 Ha
* charge: -1
* E_HOMO: -4.6 eV
* SMILES: C[C@H](N=[N+]([O-])[O-])NC=O

Record 5
Here is a 2-piece molecular cluster, C3H6N3P overall in a non-equilibrium geometry from OMol25. Energies are from ωB97M-V/def2-TZVPD.

Last column: Mulliken charge in e.
Element x y z (Å)
H -2.03 -1.48 -1.80  0.21
N -1.65 -0.63 -2.22  -0.47
P -0.13 -0.75 -2.78  0.17
H -0.14 0.74 -2.90  0.08
C 1.15 -0.28 1.57  -0.42
C 1.33 0.04 0.23  -0.12
N 0.30 0.75 -0.22  -0.53
N -0.58 0.84 0.77  0.05
C -0.09 0.26 1.87  -0.17
H 1.75 -0.70 2.47  0.27
H 2.34 0.00 -0.33  0.32
H -1.53 1.12 0.57  0.25
H -0.73 0.09 2.78  0.35

Output
* HOMO-LUMO gap: 0.3269 Ha
* E_HOMO: -8.9 eV
* SMILES: [H]/N=P/[H].c1cn[nH]c1

Record 6
Here is a 2-piece molecular cluster, C3H6N3P overall in a non-equilibrium geometry from OMol25. Energies are from ωB97M-V/def2-TZVPD.

Last column: Mulliken charge in e.
Element x y z (Å)
C -0.86 -0.74 0.27  -0.25
C -2.11 -0.61 -0.29  -0.37
C -0.41 0.54 0.44  0.03
N -2.40 0.67 -0.47  -0.64
N -1.32 1.33 -0.23  0.15
N 2.94 -0.52 -0.10  -0.40
P 2.77 1.09 -0.22  -0.05
H -0.26 -1.40 0.75  0.46
H -2.72 -1.46 -0.72  0.34
H -1.64 2.26 -0.04  0.26
H 2.55 -1.14 -0.78  0.28
H 2.74 -0.99 0.75  0.27
H 0.75 0.98 0.64  -0.08

Output
* HOMO-LUMO gap (alpha / beta): 0.2519 / 0.2507 Ha
* E_HOMO (alpha / beta): -7.6 / -7.5 eV

Record 7
Here is the molecule C3H6N4 in a non-equilibrium geometry from OMol25. Energies are from ωB97M-V/def2-TZVPD.

Last column: Mulliken charge in e.
Element x y z (Å)
H -0.95 -2.59 -0.30  0.23
N -1.64 -1.86 -0.05  -0.59
C -1.32 -0.67 0.13  -0.01
N -0.01 -0.05 0.02  -0.08
C -0.13 1.31 -0.03  -0.04
N -1.27 1.91 -0.07  -0.61
H -1.28 2.92 0.04  0.23
C 1.26 -0.70 0.02  0.14
N 2.32 -0.01 0.04  -0.58
H 3.31 -0.41 -0.06  0.25
H -2.09 0.02 0.41  0.45
H 0.76 1.90 -0.02  0.42
H 1.03 -1.77 -0.15  0.18

Output
* HOMO-LUMO gap: 0.3767 Ha
* E_HOMO: -9.4 eV
* SMILES: [H]/N=C\N(/C=N/[H])/C=N/[H]

Record 8
Here is the molecule C3H6N4 in a non-equilibrium geometry from OMol25. Energies are from ωB97M-V/def2-TZVPD.

Last column: Mulliken charge in e.
Element x y z (Å)
C -2.36 -0.45 0.21  -0.68
N -1.49 0.67 -0.23  -0.28
C -0.17 0.42 -0.14  0.37
C 0.92 1.15 0.08  -0.48
N 1.97 0.13 0.09  0.17
N 1.47 -1.08 -0.07  -0.72
N 0.21 -0.92 -0.15  -0.05
H -1.91 -0.97 1.14  0.24
H -3.42 -0.01 0.35  0.30
H -2.46 -1.31 -0.59  0.20
H -1.87 1.62 0.03  0.28
H 1.25 2.17 0.03  0.36
H 2.93 0.21 0.59  0.29

Output
* HOMO-LUMO gap: 0.3386 Ha
* E_HOMO: -8.3 eV
* SMILES: CNc1c[nH]nn1

Record 9
Here is the molecule C3H6N4 in a non-equilibrium geometry from OMol25. Energies are from ωB97M-V/def2-TZVPD.

Last column: Mulliken charge in e.
Element x y z (Å)
H 1.81 -1.47 -1.73  0.26
N 2.00 -1.07 -0.76  -0.63
C 0.86 -0.67 -0.47  0.27
C 0.57 0.42 0.57  -0.32
C -0.86 0.58 0.64  0.59
N -1.44 1.58 1.16  -0.84
H -0.86 2.29 1.47  0.21
N -1.33 -0.41 -0.11  -0.20
N -0.37 -0.84 -1.03  -0.37
H 1.03 0.15 1.58  0.23
H 1.04 1.51 0.37  0.24
H -2.03 -0.28 -0.72  0.29
H -0.40 -1.79 -0.98  0.28

Output
* HOMO-LUMO gap: 0.3741 Ha
* E_HOMO: -9.3 eV
* SMILES: [H]/N=C1/C/C(=N\[H])NN1

Record 10
Here is the molecule C3H6N4 in a non-equilibrium geometry from OMol25. Energies are from ωB97M-V/def2-TZVPD.

Last column: Mulliken charge in e.
Element x y z (Å)
C -2.05 -0.27 -0.06  -0.82
C -0.63 -0.12 0.01  0.43
N 0.02 -1.27 -0.27  -0.31
N 1.41 -1.37 0.23  -0.42
C 2.11 -0.35 -0.02  -0.02
N 1.46 0.92 -0.26  -0.25
N 0.04 1.22 0.17  -0.32
H -2.51 -0.11 0.89  0.25
H -2.14 -1.43 -0.36  0.28
H -2.42 0.53 -0.72  0.26
H 3.11 -0.47 0.35  0.36
H 1.53 1.33 -1.21  0.28
H 0.06 1.39 1.25  0.28

Output
* HOMO-LUMO gap: 0.3745 Ha
* E_HOMO: -9.4 eV
* SMILES: CC1=NN=CNN1

Record 11
Here is C3H6N4 as an isolated structure in a non-equilibrium geometry from OMol25. Energies are from ωB97M-V/def2-TZVPD.

Last column: Mulliken charge in e.
Element x y z (Å)
N -0.69 -0.21 0.72  -0.23
C -0.15 -0.10 -0.63  1.06
N 0.66 -1.36 0.55  -0.61
N -0.58 0.91 1.40  -0.30
C 0.46 1.03 -1.11  -1.11
C -0.83 -0.96 -1.56  0.08
N -1.35 -1.64 -2.32  -0.43
H -0.93 0.87 2.35  0.23
H 1.46 -0.92 0.99  0.31
H 0.23 -2.07 1.14  0.26
H 0.12 1.61 1.12  0.16
H 1.11 1.63 -0.48  0.28
H 0.50 1.21 -2.17  0.29

Output
* HOMO-LUMO gap: 0.3436 Ha
* E_HOMO: -8.7 eV

Record 12
Here is C3H6N4 as an isolated structure in a non-equilibrium geometry from OMol25. Energies are from ωB97M-V/def2-TZVPD.

Last column: Mulliken charge in e.
Element x y z (Å)
C -1.12 -1.26 -1.43  -0.99
C 0.58 -0.16 -0.19  -0.27
C 0.53 0.94 0.77  0.37
H -2.20 -1.03 -1.35  0.40
H -1.36 -2.44 -0.70  0.24
H -0.58 -1.42 -2.13  0.39
H 1.72 -0.80 -0.69  0.18
H 1.19 2.29 2.06  0.27
H 2.48 0.93 1.58  0.27
N -0.67 -0.42 -0.43  0.65
N 1.54 1.66 1.35  -0.56
N -0.65 1.23 0.93  -0.39
N -1.45 0.50 0.23  -0.57

Output
* HOMO-LUMO gap: 0.3224 Ha
* E_HOMO: -8.0 eV

Record 13
Here is a 2-piece molecular cluster, C3H6N4 overall in a non-equilibrium geometry from OMol25. Energies are from ωB97M-V/def2-TZVPD.

Last column: Mulliken spin population.
Element x y z (Å)
C -1.74 1.47 0.36  0.00
C -1.10 2.27 1.32  0.00
C 0.12 0.46 0.69  -0.03
N -0.96 0.43 -0.03  0.01
N 0.12 1.54 1.53  0.00
N 0.35 -1.40 -1.85  0.33
N 0.71 -2.55 -1.74  1.54
H -2.56 1.80 -0.19  0.00
H -1.33 3.24 1.77  0.00
H 0.77 1.81 2.27  0.00
H 0.70 -0.78 -2.69  0.10
H -0.27 -0.91 -1.32  0.02
H 0.88 -0.27 0.57  0.04

Output
* multiplicity: 3
* HOMO-LUMO gap (alpha / beta): 0.2558 / 0.3662 Ha
* E_HOMO (alpha / beta): -6.2 / -9.4 eV
* <S²>: 2.006

Record 14
Here is an isolated ion of composition C3H6N4 and charge +2 in a non-equilibrium geometry from OMol25. Energies are from ωB97M-V/def2-TZVPD.

Last column: Mulliken charge in e.
Element x y z (Å)
C 1.80 1.05 -0.60  0.15
C -0.24 -0.26 -0.02  0.81
C -1.71 -0.34 -0.08  -1.14
N 1.56 -1.29 1.23  -0.25
N 2.84 0.49 -0.22  -0.18
N 0.39 -1.14 0.97  0.50
N 0.35 0.83 -0.49  -0.07
H 1.94 1.95 -1.29  0.39
H -2.02 -1.24 -0.66  0.43
H -2.02 0.52 -0.59  0.31
H -2.25 -0.79 0.87  0.39
H -0.40 -1.38 1.65  0.36
H -0.25 1.59 -0.77  0.29

Output
* HOMO-LUMO gap (alpha / beta): 0.3133 / 0.2650 Ha
* charge: +2
* E_HOMO (alpha / beta): -21.7 / -20.5 eV

Record 15
Here is the molecule C3H6N4O in a non-equilibrium geometry from OMol25. Energies are from ωB97M-V/def2-TZVPD.

Last column: Mulliken charge in e.
Element x y z (Å)
N -1.38 -2.37 0.32  -0.57
N -1.30 -1.02 0.87  -0.45
C -0.62 -0.16 0.27  0.63
N 0.17 -0.53 -0.81  0.13
N 1.33 0.08 -1.18  -0.71
C 1.55 1.20 -0.63  -0.18
C 0.61 1.89 0.34  -0.27
O -0.48 1.04 0.79  -0.38
H -1.32 -2.90 1.22  0.29
H -2.39 -2.44 0.07  0.25
H 0.10 -1.41 -1.33  0.31
H 2.44 1.65 -0.97  0.44
H 1.15 2.21 1.25  0.25
H 0.13 2.76 -0.21  0.25

Output
* HOMO-LUMO gap: 0.3456 Ha
* E_HOMO: -8.5 eV
* SMILES: N/N=C1\NN=CCO1

Record 16
Here is the molecule C3H6N4O in a non-equilibrium geometry from OMol25. Energies are from ωB97M-V/def2-TZVPD.

Last column: Mulliken charge in e.
Element x y z (Å)
N -1.63 0.36 1.48  -0.38
N -0.99 1.25 0.35  -0.72
C -0.06 0.61 -0.15  0.62
C 0.58 0.73 -1.31  -0.51
C 1.27 -0.31 -1.67  -0.19
N 1.54 -0.78 -0.36  -0.18
N 0.61 -0.44 0.53  -0.03
O -0.34 -1.56 0.91  -0.72
H -0.74 1.00 2.09  0.44
H -2.54 0.87 1.87  0.30
H -1.61 -0.67 0.93  0.44
H 0.25 1.46 -2.07  0.35
H 1.92 -0.74 -2.56  0.30
H 1.73 -1.79 -0.03  0.29

Output
* HOMO-LUMO gap: 0.2888 Ha
* E_HOMO: -7.6 eV
* SMILES: [NH3+]/N=c1/cc[nH]n1[O-]

Record 17
Here is the molecule C3H6N4O in a non-equilibrium geometry from OMol25. Energies are from ωB97M-V/def2-TZVPD.

Last column: Mulliken charge in e.
Element x y z (Å)
H 1.60 -2.28 -0.94  0.23
N 1.34 -2.71 0.08  -0.73
C 0.70 -1.91 0.84  0.26
N 0.15 -0.85 0.37  -0.20
C -0.15 0.25 1.29  0.03
N -0.60 1.44 1.14  -0.63
N -0.82 1.87 -0.22  0.08
C -0.67 1.40 -1.42  0.19
O 0.08 0.49 -1.75  -0.66
H 0.65 -2.17 1.85  0.39
H 0.18 -0.67 -0.62  0.21
H -0.12 -0.17 2.26  0.30
H -1.62 2.58 -0.21  0.26
H -1.16 2.12 -2.15  0.26

Output
* HOMO-LUMO gap: 0.3515 Ha
* E_HOMO: -9.0 eV
* SMILES: [H]/N=C\N/C=N\NC=O

Record 18
Here is the molecule C3H6N4O3 in a non-equilibrium geometry from OMol25. Energies are from ωB97M-V/def2-TZVPD.

Last column: Mulliken charge in e.
Element x y z (Å)
N -3.09 -0.27 -0.42  -0.59
C -1.74 -0.25 -0.19  0.58
N -1.53 0.93 0.62  -0.49
N -0.84 -1.20 -0.48  -0.98
N 0.43 -1.00 -0.13  0.28
C 1.26 0.18 -0.01  0.62
O 1.11 1.42 -0.07  -0.70
C 2.82 -0.26 0.11  0.50
O 3.26 -1.41 0.48  -0.54
O 3.77 0.58 -0.63  -0.46
H -3.47 -1.36 -0.34  0.33
H -3.44 0.23 0.40  0.27
H -0.60 1.30 0.62  0.27
H -2.36 1.36 0.32  0.23
H 0.93 -1.80 0.53  0.33
H 3.50 1.55 -0.80  0.36

Output
* HOMO-LUMO gap: 0.3251 Ha
* E_HOMO: -8.9 eV
* SMILES: NC(N)=NNC(=O)C(=O)O

Record 19
Here is the molecule C3H6N4S in a non-equilibrium geometry from OMol25. Energies are from ωB97M-V/def2-TZVPD.

Last column: Mulliken charge in e.
Element x y z (Å)
N 1.53 -0.14 1.36  -0.40
C 0.59 -0.43 0.39  0.41
C -0.07 -1.58 -0.07  -0.64
C -0.86 -1.07 -1.09  0.12
S -1.50 -2.08 -2.21  -0.37
N -0.84 0.33 -1.16  -0.42
N 0.24 0.71 -0.34  0.18
N -0.17 1.79 0.59  -0.69
H 1.29 0.88 1.54  0.36
H 1.80 -0.73 2.05  0.20
H 0.07 -2.59 0.39  0.32
H -0.65 0.57 -2.25  0.35
H -1.22 1.74 0.80  0.29
H -0.22 2.60 -0.01  0.27

Output
* HOMO-LUMO gap: 0.3025 Ha
* E_HOMO: -7.8 eV
* SMILES: Nc1cc(=S)[nH]n1N

Number 1: energy -432.4876 Ha. Number 2: energy -432.1987 Ha. Number 3: energy -432.2790 Ha. Number 4: energy -507.8271 Ha. Number 5: energy -623.4398 Ha. Number 6: energy -623.3894 Ha. Number 7: energy -336.8845 Ha. Number 8: energy -336.8644 Ha. Number 9: energy -336.8372 Ha. Number 10: energy -336.7988 Ha. Number 11: energy -336.7574 Ha. Number 12: energy -336.7317 Ha. Number 13: energy -336.7878 Ha. Number 14: energy -335.9514 Ha. Number 15: energy -412.0810 Ha. Number 16: energy -411.8457 Ha. Number 17: energy -412.0963 Ha. Number 18: energy -562.5626 Ha. Number 19: energy -735.0368 Ha.